[1]
ORCA calculation (ωB97M-V/def2-TZVPD) on a single C3H5N3O molecule.

The value obtained for the HOMO energy is -9.20 eV. As for the SMILES: Nc1conc1N. The HOMO-LUMO gap comes out at 10.057 eV.

Structure (ORCA input):
```
! wB97M-V def2-TZVPD RIJCOSX def2/J DEFGRID3
* xyz 0 1
N 0.414 1.704 -0.019
C 0.410 0.311 -0.046
C 1.552 -0.367 -0.200
O 1.373 -1.684 -0.151
N -0.002 -1.913 0.043
C -0.569 -0.730 0.120
N -1.918 -0.586 0.395
H 0.423 2.225 -0.873
H 0.656 2.179 0.833
H 2.455 0.219 -0.309
H -2.374 0.108 -0.181
H -2.420 -1.465 0.387
*
```

=====

[2]
ORCA calculation (ωB97M-V/def2-TZVPD) on a molecular structure, C3H5N3O3.

The value obtained for the HOMO energy (spin up / spin down) is -5.37 / -9.28 eV. The HOMO-LUMO gap (spin up / spin down) comes out at 5.466 / 5.689 eV.

Structure (ORCA input):
```
! wB97M-V def2-TZVPD RIJCOSX def2/J DEFGRID3
* xyz 0 3
C -1.563 1.622 -0.033
C 0.553 0.261 -0.203
C -0.495 -0.783 0.525
N -0.308 1.485 -0.256
N -1.799 -0.166 0.725
N -2.849 -0.684 0.002
O -2.400 2.410 -0.112
O -3.888 -0.052 0.038
O -2.692 -1.846 -0.406
H 1.563 0.392 0.455
H 0.838 -0.146 -1.189
H -0.582 -1.565 -0.208
H -0.115 -1.210 1.392
H 0.184 2.315 -0.543
*
```

=====

[3]
ORCA calculation (ωB97M-V/def2-TZVPD) on a single C3H5N3OS molecule.

The value obtained for the HOMO energy is -7.55 eV. As for the SMILES: Nc1c[nH]c(=S)n1O. The HOMO-LUMO gap comes out at 8.113 eV.

Structure (ORCA input):
```
! wB97M-V def2-TZVPD RIJCOSX def2/J DEFGRID3
* xyz 0 1
C 0.139 0.697 -0.536
C 1.357 0.181 -0.398
C 0.053 -1.324 0.689
H 0.038 2.560 -1.175
H -1.587 1.574 -0.989
H 2.237 0.740 -0.582
H 2.082 -1.545 0.643
H -2.146 -0.536 1.234
N -0.512 1.681 -1.194
N 1.343 -0.991 0.316
N -0.583 -0.355 -0.009
O -1.975 -0.147 0.217
S -0.445 -2.536 1.784
*
```

=====

[4]
ORCA calculation (ωB97M-V/def2-TZVPD) on a single C3H5N3OS molecule.

The value obtained for the HOMO energy is -9.13 eV. The HOMO-LUMO gap comes out at 9.185 eV.

Structure (ORCA input):
```
! wB97M-V def2-TZVPD RIJCOSX def2/J DEFGRID3
* xyz 0 1
C 0.870 0.772 -0.565
C -0.520 0.714 -1.052
C -1.368 -0.345 1.326
N 0.220 -1.773 2.375
N -0.463 -0.961 1.938
N 1.418 -0.518 -0.698
O 1.556 1.704 -0.197
S -1.638 -0.450 -0.375
H -1.080 1.665 -0.779
H -0.489 0.610 -2.144
H -1.737 0.626 1.768
H 0.827 -1.204 -1.149
H 2.403 -0.839 -0.447
*
```

=====

[5]
ORCA calculation (ωB97M-V/def2-TZVPD) on a molecular structure, C3H5N3S.

The value obtained for the HOMO energy is -9.44 eV. The HOMO-LUMO gap comes out at 9.472 eV.

Structure (ORCA input):
```
! wB97M-V def2-TZVPD RIJCOSX def2/J DEFGRID3
* xyz 0 1
C 0.021 0.811 -0.073
C -1.467 0.933 -0.057
C -2.224 -0.318 0.217
H 1.902 -1.432 1.604
H -0.138 -1.100 -0.830
H 0.185 2.664 0.319
H -1.905 1.791 -0.889
H -1.756 1.536 0.978
N 0.526 -0.452 -0.587
N 0.724 1.836 0.111
N -2.620 -1.507 0.079
S 2.083 -0.697 0.067
*
```

=====

[6]
ORCA calculation (ωB97M-V/def2-TZVPD) on a single C3H5N3S molecule.

The value obtained for the HOMO energy is -8.20 eV. As for the SMILES: CS/C(N)=N\C#N. The HOMO-LUMO gap comes out at 8.169 eV.

Structure (ORCA input):
```
! wB97M-V def2-TZVPD RIJCOSX def2/J DEFGRID3
* xyz 0 1
C -0.429 2.421 -1.281
C -0.751 0.249 -0.218
C 1.522 -0.925 1.194
N 0.321 3.293 -1.403
N -1.274 1.415 -1.275
N -1.548 -0.789 -0.401
S 0.672 0.554 0.604
H 0.896 -1.655 1.833
H 2.350 -0.799 1.852
H 1.824 -1.440 0.214
H -2.318 -0.603 -1.073
H -1.265 -1.722 -0.046
*
```

=====

[7]
ORCA calculation (ωB97M-V/def2-TZVPD) on a molecular structure, C3H5N3S2.

The value obtained for the HOMO energy is -8.82 eV. The HOMO-LUMO gap comes out at 8.692 eV.

Structure (ORCA input):
```
! wB97M-V def2-TZVPD RIJCOSX def2/J DEFGRID3
* xyz 0 1
C -2.582 -0.317 0.061
C -1.088 -0.285 -0.133
C 2.078 -0.003 -0.307
H -2.722 -1.365 -0.053
H -3.232 0.443 -0.430
H -2.844 -0.124 1.221
H 3.716 0.618 0.781
H 1.974 1.903 0.438
N -0.573 -1.395 -0.029
N 3.270 -0.202 0.186
N 1.285 1.059 -0.253
S 0.996 -1.537 -0.750
S -0.278 1.205 -0.731
*
```

=====

[8]
ORCA calculation (ωB97M-V/def2-TZVPD) on a single C3H5N3S2 molecule.

The value obtained for the HOMO energy is -8.15 eV. As for the SMILES: S=c1nc(CS)[nH][nH]1. The HOMO-LUMO gap comes out at 7.761 eV.

Structure (ORCA input):
```
! wB97M-V def2-TZVPD RIJCOSX def2/J DEFGRID3
* xyz 0 1
S 2.299 2.003 -2.203
N 0.981 -0.086 -1.149
S -2.129 -1.838 0.035
C 1.339 1.232 -1.114
C 0.309 -0.245 0.005
N 0.749 1.949 -0.140
N 0.206 0.943 0.743
C -0.378 -1.518 0.489
H -2.772 -2.480 1.128
H 0.266 2.762 -0.365
H -0.792 1.169 1.059
H 0.169 -2.343 0.006
H -0.247 -1.550 1.506
*
```

=====

[9]
ORCA calculation (ωB97M-V/def2-TZVPD) on 2 unconnected molecules or ions with the total composition C3H5N4O.

The value obtained for the HOMO energy (spin up / spin down) is -11.23 / -13.56 eV. The HOMO-LUMO gap (spin up / spin down) comes out at 7.859 / 5.840 eV.

Structure (ORCA input):
```
! wB97M-V def2-TZVPD RIJCOSX def2/J DEFGRID3
* xyz 1 3
C 1.289 0.835 0.363
C 1.554 -0.358 -0.182
C -0.710 -0.133 0.010
N -3.714 -0.182 0.017
N -2.850 -0.554 -0.648
N 0.277 -0.921 -0.364
N -0.087 0.951 0.552
O 2.560 -1.119 -0.475
H 2.086 1.536 0.598
H -3.632 0.397 0.955
H 0.101 -1.768 -0.832
H -0.340 1.942 0.666
H 3.465 -0.625 -0.658
*
```

=====

[10]
ORCA calculation (ωB97M-V/def2-TZVPD) on a single C3H5N5 molecule.

The value obtained for the HOMO energy is -7.90 eV. As for the SMILES: [H]/N=c1/[nH]cc(/N=N/[H])[nH]1. The HOMO-LUMO gap comes out at 7.232 eV.

Structure (ORCA input):
```
! wB97M-V def2-TZVPD RIJCOSX def2/J DEFGRID3
* xyz 0 1
C -0.133 0.757 0.170
C -0.099 -0.127 1.244
C 0.632 -1.300 -0.484
H -2.363 3.129 0.219
H -0.490 0.006 2.207
H 1.004 -2.011 1.256
H 1.284 -1.738 -2.182
H 1.016 0.666 -1.722
N -1.950 2.257 0.750
N -0.985 1.809 -0.108
N 0.587 -1.244 0.800
N 1.120 -2.218 -1.307
N 0.376 0.014 -0.843
*
```

=====

[11]
ORCA calculation (ωB97M-V/def2-TZVPD) on a single C3H5N5 molecule.

The value obtained for the HOMO energy is -9.86 eV. As for the SMILES: [H]/N=C1C=N/C(=N/[H])N/1N. The HOMO-LUMO gap comes out at 9.154 eV.

Structure (ORCA input):
```
! wB97M-V def2-TZVPD RIJCOSX def2/J DEFGRID3
* xyz 0 1
C -1.140 -0.320 -0.015
C -0.731 -1.690 0.012
C 1.049 -0.644 0.123
H 1.064 1.752 -0.732
H 0.610 2.052 0.827
H -2.416 1.049 -0.053
H -1.465 -2.508 -0.115
H 2.317 0.655 -0.261
N 0.233 1.690 0.006
N 0.075 0.276 0.375
N -2.404 0.047 -0.120
N 0.463 -1.917 0.127
N 2.346 -0.443 -0.176
*
```

=====

[12]
ORCA calculation (ωB97M-V/def2-TZVPD) on a single C3H5N5 molecule.

The value obtained for the HOMO energy is -9.20 eV. As for the SMILES: [H]/N=c1/nc[nH]n1N=C. The HOMO-LUMO gap comes out at 9.606 eV.

Structure (ORCA input):
```
! wB97M-V def2-TZVPD RIJCOSX def2/J DEFGRID3
* xyz 0 1
C 2.422 -0.451 0.160
C -1.979 -0.314 0.133
C -0.186 0.930 -0.064
H 3.063 -0.528 1.082
H 2.846 0.181 -0.639
H -1.211 -2.139 0.348
H -3.147 -0.582 0.121
H 1.543 1.312 -0.343
N 1.148 -0.909 0.342
N 0.219 -0.543 -0.513
N -1.070 -1.219 -0.342
N -1.557 0.936 0.430
N 0.599 1.845 -0.195
*
```

=====

[13]
ORCA calculation (ωB97M-V/def2-TZVPD) on 2 unconnected molecules or ions with the total composition C3H5N5O2.

The value obtained for the HOMO energy is -10.56 eV. As for the SMILES: O=[N+]([O-])c1nn[nH]n1.C=C. The HOMO-LUMO gap comes out at 9.929 eV.

Structure (ORCA input):
```
! wB97M-V def2-TZVPD RIJCOSX def2/J DEFGRID3
* xyz 0 1
C -0.399 1.693 1.660
C 0.218 -0.474 -0.818
C 1.212 0.115 -0.203
N -1.452 1.526 0.956
N -0.191 0.707 2.565
N -1.906 0.357 1.417
N -1.123 -0.155 2.366
N 0.516 2.826 1.536
O 1.523 2.841 2.186
O 0.079 3.679 0.818
H -0.178 -1.340 -0.459
H -0.211 0.013 -1.611
H -2.587 -0.273 1.022
H 1.616 0.932 -0.583
H 1.532 -0.297 0.680
*
```

=====

[14]
ORCA calculation (ωB97M-V/def2-TZVPD) on a molecular structure, C3H5N6O5.

The value obtained for the HOMO energy (spin up / spin down) is -3.88 / -3.88 eV. The HOMO-LUMO gap (spin up / spin down) comes out at 7.252 / 7.250 eV.

Structure (ORCA input):
```
! wB97M-V def2-TZVPD RIJCOSX def2/J DEFGRID3
* xyz -1 1
C 0.929 -1.025 0.030
C -1.231 -1.357 -0.386
C -0.571 1.006 0.249
N 0.022 -1.941 0.112
N 2.139 -0.737 0.462
N 0.561 0.332 -0.366
N -1.580 -0.024 0.136
N -2.811 0.316 0.568
N 1.895 0.623 0.048
O -3.706 -0.493 0.494
O 2.872 0.883 -1.558
O 2.018 1.584 0.775
O 3.243 -1.263 0.551
O -2.900 1.483 0.887
H -1.202 -1.302 -1.455
H -2.152 -2.084 -0.180
H -0.299 1.292 1.227
H -0.961 1.775 -0.436
H 3.735 0.930 -1.160
*
```

=====

[15]
ORCA calculation (ωB97M-V/def2-TZVPD) on a single C3H5N7O molecule.

The value obtained for the HOMO energy (spin up / spin down) is -8.23 / -8.23 eV. The HOMO-LUMO gap (spin up / spin down) comes out at 7.578 / 7.589 eV.

Structure (ORCA input):
```
! wB97M-V def2-TZVPD RIJCOSX def2/J DEFGRID3
* xyz 0 1
C 1.327 0.883 -0.161
C 1.059 -0.550 -0.516
C 0.380 2.026 -0.208
N 2.516 0.830 0.384
N 2.099 -1.301 -0.043
N 2.937 -0.403 0.433
N -0.090 -0.930 -1.108
N -0.912 1.614 -0.549
N -1.442 0.416 -0.259
N -1.447 0.195 1.064
O 0.589 3.232 -0.188
H 3.878 -0.733 0.820
H -0.501 -1.809 -0.796
H -1.347 1.940 -1.434
H -0.545 0.516 1.368
H -1.744 -0.770 1.288
*
```

=====

[16]
ORCA calculation (ωB97M-V/def2-TZVPD) on a single C3H5NO molecule.

The value obtained for the HOMO energy is -8.72 eV. As for the SMILES: N/C=C/C=O. The HOMO-LUMO gap comes out at 8.813 eV.

Structure (ORCA input):
```
! wB97M-V def2-TZVPD RIJCOSX def2/J DEFGRID3
* xyz 0 1
C 0.490 -0.495 0.118
C -0.404 0.695 -0.004
C -1.742 0.197 -0.130
H 2.489 -1.221 0.356
H 2.046 0.653 -0.145
H -0.130 -1.374 0.195
H -0.013 1.750 0.077
H -2.470 1.165 -0.055
N 1.836 -0.376 -0.286
O -2.102 -0.995 -0.126
*
```

=====

[17]
ORCA calculation (ωB97M-V/def2-TZVPD) on a single C3H5NO molecule.

The value obtained for the HOMO energy is -9.74 eV. As for the SMILES: O=CN1CC1. The HOMO-LUMO gap comes out at 10.783 eV.

Structure (ORCA input):
```
! wB97M-V def2-TZVPD RIJCOSX def2/J DEFGRID3
* xyz 0 1
C 1.045 0.756 0.977
C -0.873 -0.827 0.027
C -0.250 0.042 -1.033
H 0.779 1.360 1.869
H -0.203 -1.733 0.352
H -1.922 -0.971 0.045
H -0.956 0.438 -1.768
H 0.790 0.199 -1.545
N -0.383 0.547 0.521
O 1.973 0.188 0.556
*
```

=====

[18]
ORCA calculation (ωB97M-V/def2-TZVPD) on 2 unconnected molecules or ions with the total composition C3H5NO.

The value obtained for the HOMO energy is -10.47 eV. As for the SMILES: N=C=O.C=C. The HOMO-LUMO gap comes out at 11.151 eV.

Structure (ORCA input):
```
! wB97M-V def2-TZVPD RIJCOSX def2/J DEFGRID3
* xyz 0 1
C -2.040 1.934 1.926
C 0.181 -0.815 -0.395
C 0.802 0.278 -0.088
N -2.179 1.839 0.753
O -1.728 2.163 3.015
H -0.912 -0.938 -0.587
H 0.591 -1.838 -0.383
H 0.279 1.240 -0.130
H 1.842 0.128 0.155
H -2.642 1.047 0.172
*
```

=====

[19]
ORCA calculation (ωB97M-V/def2-TZVPD) on a single C3H5NO molecule.

The value obtained for the HOMO energy is -11.31 eV. As for the SMILES: C[C@@H](O)C#N. The HOMO-LUMO gap comes out at 11.977 eV.

Structure (ORCA input):
```
! wB97M-V def2-TZVPD RIJCOSX def2/J DEFGRID3
* xyz 0 1
C -1.204 -0.056 -0.041
C 0.287 -0.201 0.235
O 0.781 -1.186 -0.645
C 1.024 1.080 0.115
N 1.654 2.051 0.130
H -1.373 0.071 -1.114
H -1.628 0.795 0.499
H -1.706 -0.970 0.285
H 0.431 -0.497 1.286
H 1.735 -1.087 -0.750
*
```

=====

[20]
ORCA calculation (ωB97M-V/def2-TZVPD) on a single C3H5NO molecule.

The value obtained for the HOMO energy is -7.76 eV. As for the SMILES: [O-]C1=C[NH2+]C1. The HOMO-LUMO gap comes out at 8.181 eV.

Structure (ORCA input):
```
! wB97M-V def2-TZVPD RIJCOSX def2/J DEFGRID3
* xyz 0 1
O 2.289 -0.511 -0.248
C 1.141 -0.147 -0.092
C 0.448 1.037 0.186
N -0.917 0.299 0.225
C -0.196 -0.958 -0.163
H -0.788 0.586 1.203
H 0.480 2.089 -0.035
H -1.692 0.615 -0.368
H -0.375 -1.818 0.485
H -0.442 -1.211 -1.201
*
```

=====

In kcal/mol, the energy relative to the best compared isomer or geometry (same formula, charge and spin) values for the records above are, in order, 59.56 75.30 72.28 63.56 102.86 73.77 83.05 43.53 19.19 110.49 70.94 121.88 119.85 60.26 65.40 67.24 69.42 29.23 13.85 79.40.
In eV, the total energy values for the records above are, in order, -9708.0012 -13795.1625 -20542.5249 -20542.9029 -18493.4374 -18494.6990 -29329.1047 -29330.8182 -11187.1002 -10638.0827 -10639.7979 -10637.5890 -14731.3787 -22359.7570 -15665.0897 -6726.6571 -6726.5622 -6728.3050 -6728.9723 -6726.1296.
In eV/A, the strongest force on any atom values for the records above are, in order, 1.3 4.3 5.5 5.6 9.7 6.4 6.6 4.1 3.7 8.0 5.9 5.6 4.5 4.7 3.3 6.0 5.6 5.0 1.1 2.1.